# 1
C17H25N3NaO7Te | the ωB97M-V functional and the def2-TZVPD basis

Geometry as XYZ:
```
54
C17H25N3NaO7Te, DFT the ωB97M-V functional and the def2-TZVPD basis
H 0.49 2.08 3.70
C 1.96 -3.34 2.84
N -1.53 3.14 2.14
H -1.76 3.75 0.17
C 1.84 -1.36 1.39
C 0.14 1.48 2.85
Te 1.37 -2.12 -3.14
C -4.19 0.85 -0.45
H -0.65 0.81 3.17
H 3.82 -3.67 0.79
C -0.43 2.44 1.79
H 1.09 -4.65 -4.08
N -1.86 0.56 -0.82
C -0.49 -2.50 -2.17
Na 0.53 0.67 -0.38
C -4.35 1.22 -1.77
H 1.73 -4.70 -2.42
O 0.34 0.78 -2.49
H 2.24 -4.33 0.32
H 2.79 -4.30 -3.78
O -3.54 0.42 2.27
O 2.05 -0.80 0.32
N 2.15 -2.67 1.58
C -2.91 0.52 -0.01
H -2.36 4.90 1.38
H 1.04 -3.02 3.33
H 1.87 -4.41 2.65
C -2.27 3.85 1.12
O -1.61 -0.55 1.65
C 1.79 -4.19 -3.38
H -5.01 0.81 0.26
O -1.07 0.43 -4.21
H 2.80 -3.19 3.53
C -2.66 0.10 1.45
H 1.72 -0.87 3.49
H -3.27 3.41 1.03
H -0.41 -3.47 -1.69
H -3.33 1.46 -3.67
O 0.12 2.56 0.70
C -0.79 0.69 -3.04
C -2.20 2.95 3.42
H 0.15 -0.98 2.63
C -2.02 0.88 -2.10
C 2.80 -3.41 0.51
H -1.30 -2.49 -2.90
C 1.19 -0.63 2.56
H -1.48 2.84 4.23
H -5.34 1.49 -2.14
H -2.87 2.09 3.40
H 2.80 -2.80 -0.39
C -3.26 1.22 -2.62
H -0.69 -1.74 -1.42
O 1.23 0.76 2.30
H -2.78 3.86 3.62
```

Results
total charge: -1
electronic energy: -48551.71015 eV
E_HOMO: -4.44 eV

# 2
C17H25N3O4S | the ωB97M-V functional and the def2-TZVPD basis

Geometry as XYZ:
```
50
C17H25N3O4S, DFT the ωB97M-V functional and the def2-TZVPD basis
H -0.88 4.20 -0.39
H -0.22 2.82 -1.01
H 7.75 0.74 0.17
H -6.10 -1.79 0.59
H -2.06 -1.77 -1.47
H 6.53 1.55 1.11
C 2.04 0.06 0.14
H -2.08 2.50 1.18
C 6.63 0.93 0.28
H -2.19 1.79 -1.77
O 4.44 0.07 0.07
C -1.22 -2.34 0.46
S -3.76 -2.96 -0.56
C -5.99 0.44 0.36
C -2.01 -2.45 -0.83
H 0.23 0.21 -1.05
H -1.18 1.26 0.40
C 3.46 -0.49 -0.25
C 0.93 -1.48 1.44
H 5.99 -0.82 -0.71
H -3.18 3.01 -0.87
C -0.50 3.10 -0.05
N 0.18 -1.93 0.19
H -5.45 2.53 0.15
C -1.55 2.17 0.26
H 6.55 1.54 -0.86
H 5.86 -0.97 1.01
N -3.53 -0.07 -0.70
C -4.29 -0.91 -0.21
O -7.14 0.59 0.85
C -2.77 1.96 -0.96
H 1.59 -2.63 -0.88
O -1.86 -2.12 1.56
H 1.81 -0.31 -2.08
H 0.31 -1.81 2.13
N -5.42 -0.92 0.28
H -1.70 -3.50 -1.41
C -3.88 1.03 -0.37
O 3.76 -1.82 -0.04
H 2.36 1.01 0.01
C 0.77 -1.90 -0.87
C 1.13 -0.40 -1.05
H 0.15 -2.29 -1.91
C -5.13 1.32 0.26
H 2.01 0.04 2.15
H 0.39 0.55 1.44
H 0.34 2.97 0.69
H 1.74 -2.35 1.70
C 5.81 -0.06 0.11
C 1.34 -0.31 1.30
```

Results
electronic energy: -41512.12991 eV
E_HOMO: -8.71 eV

# 3
C17H25NO3 | the ωB97M-V functional and the def2-TZVPD basis

Geometry as XYZ:
```
46
C17H25NO3, DFT the ωB97M-V functional and the def2-TZVPD basis
H 3.11 1.00 1.99
H -6.38 -1.39 0.88
H 5.85 0.36 -1.35
N 1.63 -1.31 -1.18
H 2.86 2.71 2.58
H 5.35 1.38 0.00
H 2.90 -0.98 0.43
C 2.35 1.78 2.20
H -1.28 -0.86 -0.31
H -6.57 -1.26 2.66
C 3.74 0.52 -1.03
C -4.93 0.21 4.54
C -2.95 0.34 0.32
C -5.87 -1.49 1.88
C -1.40 2.56 -0.91
O 2.01 2.92 0.27
O 3.65 1.33 -1.83
H 1.46 -0.12 -2.98
H -2.30 2.57 -1.54
C 5.18 0.42 -0.50
H -4.45 0.39 5.44
C -3.51 -0.75 0.96
C 1.71 1.88 0.87
H 1.05 1.59 -1.89
C -4.68 -0.55 1.99
H -5.05 0.49 1.82
C 1.46 0.57 0.02
H 2.18 -2.04 -1.69
H 0.69 0.07 0.58
H 1.51 1.39 2.87
H -0.09 -0.87 -2.51
H -1.61 3.00 0.14
C 0.61 0.86 -1.25
C -0.91 1.16 -0.96
C -4.25 -0.62 3.49
H -3.32 1.42 0.41
H -0.63 3.25 -1.41
H -5.93 -0.29 4.75
H -5.00 1.21 4.24
C 0.81 -0.41 -2.13
H -5.53 -2.53 2.21
C -1.75 0.11 -0.44
C 2.55 -0.43 -0.44
H -2.95 -1.64 1.03
H 5.31 -0.55 0.11
O -3.61 -1.61 3.94
```

Results
SMILES: CC(=O)[C@@H]1[C@H](C(C)=O)NC[C@H]1/C(C)=C/C=C/[C@@H](C)C(C)=O
electronic energy: -25662.08796 eV
E_HOMO: -7.94 eV

# 4
C17H25NO4 | the ωB97M-V functional and the def2-TZVPD basis

Geometry as XYZ:
```
47
C17H25NO4, DFT the ωB97M-V functional and the def2-TZVPD basis
H 0.91 1.19 -3.33
H 2.47 3.77 -2.83
H -0.63 -0.70 2.57
C -1.04 -4.42 2.27
N -0.13 -1.57 2.65
H 0.33 -2.99 4.07
C 1.88 2.92 -2.48
H -1.94 -4.00 4.18
H -3.24 -1.99 3.39
H 1.02 3.31 -1.92
H 4.25 0.81 -0.19
C 0.90 1.01 -0.56
H -1.79 -5.15 1.97
H -3.63 -3.44 2.47
O -1.31 -0.40 4.79
C 2.82 -0.36 0.89
C 0.54 2.85 -4.65
O -1.27 -2.29 5.98
H -0.53 -0.14 0.50
H -0.79 3.76 -3.22
H -1.61 -1.72 6.69
H 0.45 2.26 -5.57
C -0.85 3.12 -4.10
C -1.07 -1.58 4.87
H 0.14 1.53 -1.12
H -0.20 -4.95 2.70
H -2.57 -2.22 1.77
O 1.89 -2.57 2.43
H 1.03 3.79 -4.91
C 0.52 0.07 0.38
H 3.55 -0.92 1.46
H -1.32 2.18 -3.80
C -2.85 -2.73 2.69
C 2.25 1.29 -0.76
C 1.44 2.08 -3.68
C 1.47 -0.63 1.12
H -1.30 4.75 -5.45
C -1.74 3.80 -5.15
C 3.21 0.59 -0.02
H -0.70 -3.89 1.39
C 1.12 -1.67 2.12
H 2.34 1.74 -4.20
C -0.55 -2.43 3.73
H -2.73 4.00 -4.74
C -1.63 -3.45 3.28
O 2.75 2.21 -1.62
H -1.84 3.18 -6.03
```

Results
SMILES: CCCCCOc1ccc(C(=O)N[C@@H](C(=O)O)C(C)C)cc1
electronic energy: -27716.22170 eV
E_HOMO: -8.61 eV

# 5
C17H25NO4 | the ωB97M-V functional and the def2-TZVPD basis

Geometry as XYZ:
```
47
C17H25NO4, DFT the ωB97M-V functional and the def2-TZVPD basis
C 1.87 -2.43 -1.97
H -2.96 2.57 -1.91
C 3.91 -3.49 -0.83
H -2.31 3.50 -0.55
H 5.29 -2.59 3.56
H 5.47 -1.29 2.38
C 3.33 -2.87 -2.11
H 3.08 -2.08 0.57
C -1.76 -0.45 -1.06
C 4.06 -2.48 0.31
C -4.47 3.43 -0.68
H 4.07 -3.96 1.88
H -5.65 6.05 0.73
C 0.69 0.61 -0.35
C -5.78 4.96 0.71
O -3.26 0.69 2.15
H 1.42 -2.32 -2.96
N -4.54 4.32 0.33
H -0.41 2.22 0.51
H -3.84 0.87 -0.26
H 5.68 -3.52 1.29
H -2.71 -0.87 -1.34
H 1.30 -3.18 -1.40
C -3.09 2.81 -0.86
H -3.19 0.87 3.10
H 4.89 -3.91 -1.07
H -0.68 -2.06 -1.92
O -2.67 2.83 1.97
C 4.84 -2.12 2.68
O 1.84 -1.18 -1.30
H -3.76 4.41 0.96
H 3.38 -3.61 -2.91
C -0.47 1.28 -0.03
H -6.11 4.63 1.69
H 3.86 -1.72 2.97
H 4.68 -1.65 -0.03
C 0.64 -0.60 -1.03
O -5.41 3.14 -1.39
C -0.60 -1.13 -1.39
C -1.71 0.76 -0.38
C 4.69 -3.12 1.55
H -6.53 4.70 -0.04
H 3.92 -2.00 -2.40
C -2.98 1.51 -0.04
H 3.27 -4.31 -0.51
H 1.66 1.01 -0.08
C -2.96 1.78 1.44
```

Results
SMILES: CCCCCCOc1ccc([C@H](CC(=O)NC)C(=O)O)cc1
electronic energy: -27716.06031 eV
E_HOMO: -8.56 eV